No. 1
74
Properties=species:S:1:pos:R:3 method="wB97M-V/def2-TZVPD" lumo_energy_ev=-11.08 total_charge=+3 homo_energy_ha=-0.5764 energy_ev=-57453.772
Y -0.39495 -0.32634 0.01229
P 2.37846 -0.15258 0.70047
P 0.44710 -2.60388 -1.09339
P -3.01755 0.06352 -0.69759
O 0.23021 0.79040 -1.65421
N 0.25647 0.87065 3.25110
N -0.56777 0.19128 2.41109
C 3.48695 -0.56423 -0.70471
C -3.19454 0.55029 -2.44941
C -1.30090 -0.61935 3.23841
C 3.00847 -1.19198 2.07320
C -4.30366 -1.15666 -0.25063
C 0.34437 1.07918 -2.91164
C 1.11099 -3.67747 0.25818
C 0.19988 0.43977 4.50941
C -0.42103 2.71619 -4.34518
C 0.85134 0.23417 -3.91113
C -0.81310 -0.50919 4.54340
C -2.46370 -1.45104 2.83924
C -0.17102 2.38318 -3.05556
C 1.65784 -2.75777 -2.45118
C 1.12591 4.44026 0.24263
C -3.54642 1.54766 0.24723
C 0.69368 4.32844 1.51699
C 0.53595 0.60401 -5.17933
C 1.07079 0.92610 5.59285
C -0.03315 1.87020 -5.40161
C 3.02500 1.49408 1.13867
C -1.05534 -3.59153 -1.46740
H -0.39221 3.00443 -2.19086
H 3.53303 -1.64417 -0.88638
H 1.40903 -0.64464 -3.61880
H -3.76307 1.26508 1.28702
H -0.22837 2.18380 -6.43572
H -2.83640 -2.07074 3.67360
H 0.48619 -1.16554 -1.27550
H 3.19883 1.57147 2.22456
H -4.43483 1.99593 -0.22040
H -5.24745 -0.97109 -0.78205
H 0.70998 1.86554 6.05735
H -4.47569 -1.13181 0.83379
H 0.73757 -0.10886 -5.94682
H 2.46964 -2.03243 -2.31213
H 1.08280 0.18069 6.40635
H 3.98936 1.65914 0.63167
H -0.38880 4.24896 1.75846
H 2.82177 -0.69192 3.03402
H 0.61576 -3.49410 1.22782
H -1.97961 -2.99742 -1.49644
H 2.17347 4.41444 -0.01236
H -2.25766 1.00058 -2.81552
H -3.92720 -2.16839 -0.46054
H -0.88185 3.67713 -4.54123
H 1.09207 -2.62096 -3.37890
H 2.49422 -2.16165 2.07949
H 4.08690 -1.37812 1.97197
H -3.32723 -0.82897 2.55216
H 2.02192 -3.78232 -2.36589
H 0.80129 1.67659 2.91572
H 4.49636 -0.20254 -0.48679
H -1.21366 -1.01864 5.39946
H -4.00194 1.27016 -2.60751
H 2.34095 2.30034 0.82473
H -3.43580 -0.34244 -3.05012
H 1.38271 4.22751 2.37789
H -2.72645 2.28155 0.29021
H -0.84972 -4.08358 -2.43519
H -2.28090 -2.16278 2.00670
H -1.17504 -4.34165 -0.67160
H 0.40898 4.51277 -0.56818
H 0.90682 -4.72482 -0.07667
H 3.11944 -0.06044 -1.60768
H 2.11668 1.08365 5.24908
H 2.18787 -3.51705 0.43901

No. 2
12
Properties=species:S:1:pos:R:3 method="wB97M-V/def2-TZVPD" lumo_energy_ev=1.01 de_lowest_ev=1.004 homo_energy_ha=-0.3367 energy_ev=-11115.982
Si 0.88578 0.89651 -0.20754
C 1.71143 -0.76404 0.17057
C -1.43592 0.48131 0.45511
C -2.21592 -0.26117 -0.29104
H 1.29548 -1.55301 -0.44967
H 2.78469 -0.73528 -0.00946
H -1.74706 0.97563 1.36104
H -3.25352 -0.45438 -0.04030
H 1.55856 -1.05279 1.20618
H 0.91771 1.20860 -1.63105
H -1.86856 -0.72811 -1.19944
H 1.36733 1.98671 0.63560

No. 3
88
Properties=species:S:1:pos:R:3 method="wB97M-V/def2-TZVPD" lumo_energy_ev="-1.44 / -1.17" de_lowest_ev=0.000 homo_energy_ha="-0.2523 / -0.2595" multiplicity=2 energy_ev=-106464.987
V 1.34795 1.09842 0.44418
S 1.71522 2.76488 2.09062
P -1.06618 -1.43952 -0.05533
O 1.94966 1.69075 -1.61140
O -0.41526 0.96658 1.18891
O 5.60198 1.11768 -0.89741
O 3.02289 0.79313 0.36785
N 1.35852 -1.16204 -1.65959
N -0.12024 4.58891 2.63539
N 0.45929 -0.42154 2.73953
N -0.82136 -1.91779 -1.68002
N 0.08895 2.74430 -0.31098
N 1.52185 -0.28459 1.96264
N -0.39841 3.57928 0.60391
C -3.09810 -3.40993 -0.09006
C -1.33999 -3.73476 1.52019
C 1.27604 1.82446 -2.70135
C -2.91567 -0.12342 5.14269
C -1.88237 -0.36537 4.24393
C -3.78023 0.94485 4.94530
C 6.30779 -0.65395 0.42556
C -4.90619 1.09445 -0.60240
C 2.72117 -1.34934 -3.63418
C 4.96880 2.39971 -0.91983
C 2.52441 -1.02071 -2.30348
C -3.70515 -4.57968 0.34208
C 3.85069 -0.89030 1.70690
C -1.70342 0.48775 3.14267
C 1.63533 -1.83156 -4.36462
C -0.84728 2.29313 -3.84932
C 2.58478 -1.01020 2.31468
C 1.86747 1.64417 -3.97512
C -2.59756 1.53280 2.93448
C -1.90716 -2.97278 0.50118
C 0.34661 -1.68264 -2.34952
C 0.28440 3.67913 1.74472
C -0.52997 0.32900 2.30421
C 4.93042 -1.71989 2.08359
C -2.82908 0.24643 -1.48664
C -3.98139 1.01017 -1.63464
C -3.63493 1.75739 3.82788
C -0.59757 2.74973 -1.45365
C -3.13963 -5.32956 1.36120
C -0.25213 2.03418 -5.06743
C -2.60007 -0.46056 -0.30574
C -1.94902 -4.90723 1.94188
C -0.09876 2.23243 -2.66093
C 0.43191 -2.01538 -3.72049
C 1.11531 1.73802 -5.12157
C 6.14114 -1.60331 1.42169
C -4.68688 0.39245 0.57233
C 4.03292 0.08214 0.70668
C 5.28270 0.23217 0.08071
C -3.54797 -0.38488 0.71873
H 3.69413 -1.19568 -4.10801
H -3.04466 -0.77597 6.01704
H 2.94294 1.41611 -4.01590
H 5.20097 2.98084 -0.00570
H -4.58482 1.14144 5.66161
H 5.40270 2.92331 -1.78815
H -0.41001 -3.39287 1.98548
H 4.79308 -2.44601 2.88617
H -4.64556 -4.90096 -0.11674
H 3.33877 -0.60084 -1.71077
H 1.72695 -2.06126 -5.43517
H -0.83466 2.09279 -5.98971
H -1.53863 3.29994 -1.45356
H -2.49276 2.17889 2.04914
H 0.27475 4.58011 3.57497
H -1.90962 2.56591 -3.80180
H -3.39167 -0.94977 1.64456
H -1.48598 -5.49563 2.74262
H 1.58931 1.59137 -6.10517
H -0.45301 -2.40191 -4.24035
H -3.62498 -6.25174 1.70449
H -4.15532 1.55054 -2.57026
H 6.97329 -2.26314 1.68871
H -1.19516 -1.20988 4.39912
H 7.24974 -0.56389 -0.11671
H 2.44112 -1.71550 3.13704
H -2.09501 0.20036 -2.30314
H -5.80307 1.71438 -0.71587
H 3.88164 2.33623 -1.04789
H -5.41271 0.44512 1.39856
H -4.34028 2.58310 3.65749
H -1.53990 -2.42756 -2.19451
H -1.00025 5.08716 2.49518
H -3.56764 -2.81251 -0.88339